(1)
DFT (wB97M-V/def2-TZVPD) results for an isolated molecule of C4H11N2O in a non-equilibrium geometry.

Element x y z (Å)
C: -0.84501 0.36552 1.21965
N: -1.09486 -0.56534 2.32296
C: 0.26734 -0.12706 0.26332
C: 1.57758 -0.29774 1.05195
N: 0.38894 0.95510 -0.80415
C: -0.16464 0.41850 -2.23900
O: -0.30732 -0.87119 -2.30976
H: -1.74152 0.37095 0.58478
H: -0.67034 1.43254 1.47258
H: -1.76592 -0.08814 2.91973
H: -0.26009 -0.55855 2.90364
H: 0.15982 -1.07262 -0.23692
H: 2.45446 -0.53429 0.39201
H: 1.91168 0.69539 1.45888
H: 1.59002 -0.96681 1.92675
H: 1.40628 1.03693 -0.84648
H: 0.64902 0.87134 -2.81997
H: -1.09292 1.01386 -2.27542

Computed properties:
Electronic energy, eV: -9350.675
Gap between HOMO and LUMO (spin up / spin down), eV: 10.49 / 7.21
HOMO level (spin up / spin down), eV: -9.51 / -9.38
Multiplicity: 2
LUMO energy (spin up / spin down), eV: 0.986 / -2.179
ΔE to the lowest compared entry with this formula, charge and spin, kcal per mole: 42.5

Atomic partial charges in e from the Mulliken method, atoms 1 to 8: atom 1 (C): -0.74, atom 2 (N): -0.61, atom 3 (C): 0.67, atom 4 (C): -1.67, atom 5 (N): -0.57, atom 6 (C): -0.22, atom 7 (O): -0.34, atom 8 (H): 0.31

---

(2)
DFT (wB97M-V/def2-TZVPD) results for a cluster of 2 separate species, C2H7OS in total in a non-equilibrium geometry.

Element x y z (Å)
O: -1.97739 0.10525 -1.14595
H: -2.61074 -0.26367 -0.51856
C: 0.36334 1.33336 0.50525
S: 0.82565 -0.19718 1.37099
C: 0.67441 -1.28326 -0.02519
H: -0.37661 1.09974 -0.25897
H: 1.28578 1.67240 0.02617
H: -0.00333 2.07388 1.19787
H: 0.70061 -2.33077 0.20924
H: -0.28640 -1.08472 -0.55496
H: 1.40467 -1.12504 -0.80588

Computed properties:
Electronic energy, eV: -15069.766
Total charge: -1
Gap between HOMO and LUMO, eV: 6.24
HOMO level, eV: -2.65
Multiplicity: 1
LUMO energy, eV: 3.592
ΔE to the lowest compared entry with this formula, charge and spin, kcal per mole: 37.8

Atomic partial charges in e from the Mulliken method, atoms 1 to 8: atom 1 (O): -1.14, atom 2 (H): 0.15, atom 3 (C): -0.63, atom 4 (S): -0.16, atom 5 (C): -0.75, atom 6 (H): 0.22, atom 7 (H): 0.22, atom 8 (H): 0.28

---

(3)
DFT (wB97M-V/def2-TZVPD) results for an isolated molecule of C6H8N2 in a non-equilibrium geometry.

Element x y z (Å)
C: -1.93774 -1.60342 0.07929
C: -0.47838 -0.08151 -0.04161
C: 2.07454 -0.29548 -0.04389
C: 3.28944 0.21552 0.17234
C: -1.52002 0.89253 -0.07214
C: -1.87898 2.14274 0.15197
H: -1.88098 -1.95328 1.12246
H: -2.16131 -2.70007 -0.50130
H: -2.57368 -0.59909 -0.24820
H: 0.90432 1.38150 0.44586
H: 1.70334 -1.42539 0.15112
H: 4.15452 -0.49212 0.19293
H: 3.30335 1.32578 -0.21728
H: -2.38754 3.19261 -0.02966
N: -0.59604 -1.35528 -0.05647
N: 0.83102 0.44782 -0.28519

Computed properties:
Electronic energy, eV: -9324.920
Structure (SMILES): C#C/C(=N\C)NC=C
Gap between HOMO and LUMO, eV: 8.46
HOMO level, eV: -8.61
Multiplicity: 1
LUMO energy, eV: -0.144
ΔE to the lowest compared entry with this formula, charge and spin, kcal per mole: 156.5

Atomic partial charges in e from the Mulliken method, atoms 1 to 8: atom 1 (C): -0.72, atom 2 (C): 0.68, atom 3 (C): 0.08, atom 4 (C): -0.73, atom 5 (C): -0.31, atom 6 (C): -0.40, atom 7 (H): 0.28, atom 8 (H): 0.21

---

(4)
DFT (wB97M-V/def2-TZVPD) results for an isolated molecule of C17H19ClN2O2S in a non-equilibrium geometry.

Element x y z (Å)
C: -0.80348 -2.35534 0.12191
N: -2.14948 -2.28749 -0.40392
C: -3.17278 -2.13472 0.60915
C: -3.31436 -0.69679 1.12346
N: -3.49714 0.21456 0.00886
S: -2.88091 1.74231 0.20441
O: -3.26517 2.50588 -0.94546
O: -3.26925 2.18244 1.51016
C: -1.09593 1.55146 0.18830
C: -0.41710 1.32614 1.37091
C: 0.94536 1.08421 1.33892
C: 1.63593 1.08361 0.12728
C: 0.93685 1.34748 -1.05129
C: -0.42676 1.57373 -1.02137
H: -0.98435 1.78671 -1.92016
H: 1.46324 1.35121 -1.99388
C: 3.08183 0.81800 0.09369
C: 3.63481 -0.19709 0.87171
C: 4.99183 -0.45484 0.84140
C: 5.81343 0.31408 0.03175
C: 5.28521 1.33190 -0.74735
C: 3.92557 1.57519 -0.71634
H: 3.51662 2.37886 -1.30978
H: 5.93470 1.92737 -1.36944
Cl: 7.51181 0.00115 -0.00616
H: 5.41317 -1.24701 1.44004
H: 2.99296 -0.80643 1.49023
H: 1.48394 0.91660 2.25954
H: -0.96062 1.36750 2.30212
C: -3.46853 -0.37187 -1.30855
C: -2.28011 -1.32102 -1.49721
H: -2.40849 -1.87314 -2.43676
H: -1.36138 -0.72872 -1.57646
H: -3.41719 0.45750 -2.01392
H: -4.41028 -0.90424 -1.47671
H: -2.41676 -0.41322 1.68251
H: -4.17185 -0.60956 1.79856
H: -4.12331 -2.46214 0.17993
H: -2.93647 -2.79658 1.44385
H: -0.76013 -3.13752 0.87831
H: -0.44755 -1.41296 0.56629
H: -0.12786 -2.62721 -0.68854

Computed properties:
Electronic energy, eV: -48369.800
Structure (SMILES): CN1CCN(S(=O)(=O)c2ccc(-c3ccc(Cl)cc3)cc2)CC1
Gap between HOMO and LUMO, eV: 8.63
HOMO level, eV: -8.54
Multiplicity: 1
LUMO energy, eV: 0.086
ΔE to the lowest compared entry with this formula, charge and spin, kcal per mole: 47.9

Atomic partial charges in e from the Mulliken method, atoms 1 to 8: atom 1 (C): -0.88, atom 2 (N): 0.07, atom 3 (C): -1.09, atom 4 (C): -0.18, atom 5 (N): 0.11, atom 6 (S): 1.33, atom 7 (O): -0.73, atom 8 (O): -0.72

---

(5)
DFT (wB97M-V/def2-TZVPD) results for a structure of composition C6H30B3O3Sr in a non-equilibrium geometry.

Element x y z (Å)
Sr: 0.77992 0.82544 0.35873
B: 3.02363 1.16663 -0.91023
H: 2.01640 1.39932 -1.48799
H: 2.87100 0.11549 -0.39342
H: 3.96012 1.11651 -1.68792
H: 3.20962 1.96022 -0.04295
B: -0.55840 3.03943 0.10851
H: -0.64504 2.74333 -1.04866
H: 0.58346 3.29898 0.31799
H: -1.27481 3.96760 0.42920
H: -0.88005 2.11787 0.76987
B: 1.96180 1.29806 2.70387
H: 2.11253 2.25527 2.01574
H: 2.51940 0.33460 2.27680
H: 2.34129 1.56875 3.82683
H: 0.80356 1.02241 2.66511
C: 2.08891 -3.22781 -1.08790
C: 1.14062 -2.67208 -0.04194
O: 1.70134 -1.55924 0.64753
H: 2.85670 -3.84236 -0.62098
H: 2.60642 -2.39279 -1.56992
H: 1.53828 -3.73138 -1.88319
H: 0.91036 -3.47528 0.67939
H: 0.15969 -2.36855 -0.40236
H: 2.53214 -1.87472 1.01436
C: -3.64597 -0.33346 1.71868
C: -2.20196 -0.02468 2.12979
O: -1.29051 -0.60678 1.19873
H: -3.80201 -1.42052 1.68841
H: -3.85474 0.01430 0.70481
H: -4.37576 0.07796 2.41347
H: -2.05959 -0.45694 3.12032
H: -2.05896 1.04938 2.08959
H: -1.53443 -1.52821 1.07793
C: -2.04810 0.53768 -3.03050
C: -1.48369 -0.44253 -2.01912
O: -0.09599 -0.22973 -1.78880
H: -2.17223 1.51955 -2.57788
H: -3.00748 0.19592 -3.42804
H: -1.39214 0.61996 -3.90204
H: -1.68177 -1.48289 -2.32195
H: -1.99583 -0.33891 -1.06449
H: 0.34228 -0.23578 -2.64538

Computed properties:
Electronic energy, eV: -15715.654
Total charge: -1
Gap between HOMO and LUMO, eV: 7.64
HOMO level, eV: -5.37
Multiplicity: 1
LUMO energy, eV: 2.272
ΔE to the lowest compared entry with this formula, charge and spin, kcal per mole: 0.0

Atomic partial charges in e from the Mulliken method, atoms 1 to 8: atom 1 (Sr): -0.13, atom 2 (B): 0.49, atom 3 (H): -0.24, atom 4 (H): -0.24, atom 5 (H): -0.27, atom 6 (H): -0.21, atom 7 (B): 1.06, atom 8 (H): -0.31

---

(6)
DFT (wB97M-V/def2-TZVPD) results for an isolated molecule of C5H9NS2 in a non-equilibrium geometry.

Element x y z (Å)
C: -0.93690 0.15708 0.99108
C: 0.48590 0.41127 0.67352
C: 1.60485 1.06334 -0.28305
C: 0.56741 -1.51559 -0.55311
C: -0.33331 -0.40695 -0.27057
H: -3.01402 0.17092 1.53935
H: -2.44084 1.22097 0.01547
H: -0.78939 -0.38182 1.91035
H: 0.91362 -0.50357 1.33077
H: 1.24173 1.80313 -0.79934
H: 2.71600 1.14621 0.10752
H: -0.01923 -2.51702 -1.06052
H: 0.99089 -1.89349 0.37141
H: 0.29486 0.50014 -2.09796
N: -2.14576 0.98719 1.18756
S: 1.99958 -0.67399 -1.44516
S: -1.13539 0.43217 -1.61731

Computed properties:
Electronic energy, eV: -28484.541
Structure (SMILES): N[C@@H]1[C@@H]2CSC[C@@]12S
Gap between HOMO and LUMO, eV: 9.37
HOMO level, eV: -8.87
Multiplicity: 1
LUMO energy, eV: 0.499
ΔE to the lowest compared entry with this formula, charge and spin, kcal per mole: 163.6

Atomic partial charges in e from the Mulliken method, atoms 1 to 8: atom 1 (C): -0.21, atom 2 (C): 0.26, atom 3 (C): -1.18, atom 4 (C): -0.40, atom 5 (C): -0.03, atom 6 (H): 0.32, atom 7 (H): 0.35, atom 8 (H): 0.29